(1)
Computed, not measured: C62H46Cl2N5O6Zr as an isolated structure, with ωB97M-V with the def2-TZVPD basis set.

Output
Max |F|, eV Å⁻¹: 1.548
LUMO energy, eV: -3.648
Net charge: +1
Gap between HOMO and LUMO, eV: 5.73

Structure (XYZ):
```
122
Properties=species:S:1:pos:R:3:mulliken_charge:R:1
Zr -0.113 0.104 0.199 0.194
C -8.180 5.250 2.944 -0.838
O -8.088 3.884 2.610 -0.457
C -6.894 3.371 2.242 0.815
C -5.715 4.097 2.077 -0.471
C -4.554 3.457 1.678 -0.724
C -4.527 2.085 1.455 0.070
C -5.708 1.362 1.636 -0.304
C -6.870 1.991 2.014 -0.957
C -3.315 1.381 0.990 0.984
C -2.841 0.299 1.745 0.538
C -3.395 -0.110 3.005 -1.394
C -2.698 -1.200 3.409 -1.672
C -1.696 -1.451 2.411 0.895
N -1.811 -0.535 1.396 -0.085
C -0.720 -2.448 2.543 0.337
C 0.354 -2.642 1.671 0.503
C 1.309 -3.711 1.773 -1.723
C 2.128 -3.618 0.694 -1.698
C 1.667 -2.500 -0.079 0.060
C 2.124 -2.179 -1.360 1.435
C 3.253 -2.951 -1.927 -0.487
C 4.559 -2.720 -1.501 -0.135
C 5.609 -3.400 -2.079 -0.872
C 5.382 -4.342 -3.089 0.804
O 6.485 -4.941 -3.591 -0.455
C 6.340 -5.925 -4.590 -0.843
C 4.075 -4.589 -3.501 -0.617
C 3.029 -3.890 -2.926 -0.257
C 1.515 -1.234 -2.194 0.494
N 0.485 -0.386 -1.855 0.180
C 0.190 0.316 -3.002 -0.002
C -0.758 1.337 -3.128 1.099
C -0.919 1.970 -4.455 -0.067
C -0.622 3.315 -4.672 -0.256
C -0.790 3.877 -5.919 -1.028
C -1.282 3.117 -6.985 0.864
O -1.415 3.755 -8.170 -0.457
C -1.890 3.022 -9.276 -0.850
C -1.591 1.776 -6.767 -0.807
C -1.398 1.216 -5.519 -0.418
C -1.621 1.739 -2.106 0.783
C -2.663 2.711 -2.275 -1.778
C -3.377 2.723 -1.124 -1.796
C -2.775 1.758 -0.246 0.552
N -1.701 1.171 -0.862 0.074
C 1.059 -0.091 -4.067 -1.634
C 1.887 -1.041 -3.565 -1.790
N 0.598 -1.907 0.540 0.193
C -0.889 -3.394 3.668 -0.027
C -1.969 -4.269 3.657 -0.412
C -2.174 -5.167 4.686 -0.650
C -1.302 -5.188 5.772 0.838
O -1.422 -6.010 6.839 -0.460
C -2.475 -6.947 6.851 -0.846
C -0.218 -4.304 5.790 -0.854
C -0.007 -3.430 4.747 -0.232
H -9.217 5.414 3.232 0.250
H -7.937 5.892 2.092 0.329
H -7.529 5.497 3.787 0.346
H -5.693 5.160 2.249 0.421
H -3.650 4.037 1.551 0.527
H -5.706 0.299 1.445 0.613
H -7.787 1.436 2.138 0.440
H -4.195 0.386 3.515 0.669
H -2.828 -1.766 4.311 0.594
H 1.329 -4.447 2.553 0.620
H 2.946 -4.255 0.421 0.630
H 4.743 -1.990 -0.726 0.615
H 6.628 -3.222 -1.773 0.444
H 7.349 -6.264 -4.816 0.246
H 5.887 -5.514 -5.497 0.335
H 5.747 -6.772 -4.234 0.344
H 3.861 -5.316 -4.268 0.438
H 2.016 -4.080 -3.250 0.523
H -0.253 3.914 -3.852 0.753
H -0.550 4.913 -6.097 0.448
H -1.866 3.706 -10.122 0.250
H -2.916 2.677 -9.116 0.344
H -1.248 2.163 -9.493 0.341
H -1.985 1.161 -7.558 0.435
H -1.648 0.177 -5.359 0.534
H -2.836 3.283 -3.166 0.553
H -4.253 3.301 -0.901 0.590
H 1.043 0.313 -5.058 0.657
H 2.673 -1.562 -4.073 0.617
H -2.651 -4.253 2.820 0.507
H -3.015 -5.840 4.632 0.421
H -2.373 -7.498 7.783 0.246
H -2.394 -7.643 6.011 0.345
H -3.450 -6.453 6.827 0.333
H 0.443 -4.329 6.643 0.449
H 0.830 -2.746 4.767 0.736
Cl 2.599 0.556 0.262 0.176
C 2.880 2.173 -0.347 0.880
C 2.388 2.430 -1.619 -0.074
C 2.644 3.629 -2.251 -0.788
C 3.415 4.583 -1.606 -0.892
C 3.877 4.338 -0.332 0.500
Cl 4.856 5.542 0.446 -0.252
C 3.609 3.135 0.368 -0.899
N 4.120 3.010 1.624 0.123
C 3.938 2.039 2.628 -0.189
C 5.068 1.354 3.074 -0.922
C 4.985 0.449 4.114 -0.722
C 3.765 0.215 4.725 -0.801
C 2.644 0.907 4.302 -0.525
C 2.715 1.840 3.273 0.870
C 1.456 2.573 2.876 -1.192
C 0.688 1.683 1.932 0.965
O 0.528 0.466 2.210 0.089
O 0.272 2.111 0.817 -0.372
H 1.829 1.662 -2.130 0.574
H 2.272 3.805 -3.247 0.663
H 3.659 5.514 -2.091 0.454
H 4.847 3.688 1.826 0.308
H 6.014 1.534 2.587 0.541
H 5.869 -0.076 4.441 0.415
H 3.688 -0.493 5.536 0.444
H 1.693 0.736 4.782 0.431
H 1.655 3.530 2.397 0.402
H 0.849 2.724 3.771 0.491
```

***

(2)
Computed, not measured: an isolated molecule of C4H10N2, with ωB97M-V with the def2-TZVPD basis set.

Output
SMILES: C=NCCCN
Max |F|, eV Å⁻¹: 5.909
LUMO energy, eV: 0.719
Net charge: 0
Gap between HOMO and LUMO, eV: 9.62

Structure (XYZ):
```
16
Properties=species:S:1:pos:R:3:mulliken_charge:R:1
C -1.385 -0.028 -0.799 -0.484
C -0.574 -0.941 0.076 -0.510
C 0.565 -0.073 0.582 -0.670
C 2.715 -0.080 -0.359 -0.373
N 1.521 0.417 -0.397 -0.274
N -2.184 0.916 0.107 -0.598
H -1.984 -0.525 -1.430 0.353
H -0.642 0.640 -1.319 0.293
H -1.132 -1.207 1.005 0.213
H -0.306 -1.845 -0.479 0.322
H 1.280 -0.380 1.370 0.449
H -0.038 0.649 1.082 0.320
H 3.311 0.052 -1.280 0.257
H 3.223 0.036 0.607 0.260
H -1.916 1.836 0.268 0.243
H -2.455 0.533 0.968 0.199
```

***

(3)
Computed, not measured: an isolated molecule of C7H9P, with ωB97M-V with the def2-TZVPD basis set.

Output
SMILES: C1=[PH]=C2CCCC2=C1
Max |F|, eV Å⁻¹: 4.272
LUMO energy, eV: 0.629
Net charge: 0
Gap between HOMO and LUMO, eV: 8.80

Structure (XYZ):
```
17
Properties=species:S:1:pos:R:3:mulliken_charge:R:1
C 0.615 1.479 1.256 -0.829
C -0.541 2.164 1.342 -0.470
C 0.537 0.415 0.300 0.242
C -0.683 0.293 -0.275 0.208
C 1.389 -0.753 -0.013 -0.629
C -0.815 -0.872 -1.184 -0.590
C 0.520 -1.631 -1.046 -0.450
P -1.925 1.633 0.283 -0.185
H 1.538 1.621 1.702 0.480
H -0.512 2.991 1.988 0.451
H 2.254 -0.351 -0.581 0.214
H 1.698 -1.395 0.741 0.359
H -1.683 -1.525 -1.109 0.319
H -1.049 -0.478 -2.126 0.323
H 0.922 -1.790 -2.079 0.279
H 0.459 -2.661 -0.552 0.210
H -2.723 0.860 1.353 0.067
```

***

(4)
Computed, not measured: a 2-piece molecular cluster, C5H11O3 overall, with ωB97M-V with the def2-TZVPD basis set.

Output
Max |F|, eV Å⁻¹: 2.176
LUMO energy, eV: 3.764
Net charge: -1
Gap between HOMO and LUMO, eV: 8.23

Structure (XYZ):
```
19
Properties=species:S:1:pos:R:3:mulliken_charge:R:1
C 0.449 -1.172 -0.062 0.905
C 1.685 -1.706 -0.865 -1.288
C -0.464 -2.284 0.470 -1.253
O 0.964 -0.443 1.025 -0.658
H -0.053 -0.436 -0.714 0.203
H 1.647 -2.771 -1.116 0.329
H -1.492 -2.237 0.100 0.259
H -0.115 -3.284 0.212 0.308
H -0.463 -2.241 1.563 0.313
H 0.829 0.523 0.883 0.230
H 2.549 -1.509 -0.247 0.299
H 1.816 -1.182 -1.825 0.281
C -1.608 2.629 -0.277 -0.949
C -0.336 2.639 0.602 0.729
O 0.655 2.095 0.031 -0.818
O -0.427 3.176 1.719 -0.725
H -2.396 2.018 0.128 0.204
H -1.334 2.492 -1.334 0.305
H -1.906 3.692 -0.293 0.327
```